C36H38ClF3N8O2SSi | ωB97M-V with the def2-TZVPD basis set

E_HOMO = -0.345 hartree
SMILES = N[Si@H](Cl)S(=O)(=O)C(F)(F)F.c1ccncc1.c1ccncc1.c1ccncc1.c1ccncc1.c1ccncc1.c1ccncc1.c1ccncc1
spin multiplicity = 1
max |F| = 0.125 hartree/bohr
orbital gap = 8.77 eV

Last column: Mulliken charge in e.
CARTESIAN COORDINATES (ANGSTROEM)
N: 8.1821 4.9771 2.8524  -0.543
Si: 6.7387 3.9621 2.7046  0.480
Cl: 7.0780 2.2547 1.5091  -0.229
S: 4.9899 5.0514 1.9236  0.881
O: 5.2053 6.5320 2.0220  -0.642
O: 4.6737 4.6735 0.4903  -0.467
C: 3.5570 4.5400 3.0502  0.556
F: 2.3221 4.9437 2.5782  -0.154
F: 3.6489 3.1282 3.1604  -0.153
F: 3.8771 5.0493 4.3160  -0.208
H: 8.0873 5.8308 2.2739  0.304
H: 8.2868 5.2140 3.8463  0.279
H: 6.4088 3.4702 4.0605  -0.094
C: 1.7315 3.9368 -0.7278  -0.056
C: 0.4025 3.6109 -0.9559  -0.804
C: 0.0854 2.9248 -2.1176  -0.159
N: 0.9894 2.5594 -3.0396  -0.092
C: 2.2677 2.8889 -2.7948  -0.066
C: 2.6870 3.5695 -1.6631  -0.810
H: 2.0200 4.4716 0.1694  0.373
H: -0.3701 3.8828 -0.2476  0.428
H: -0.9398 2.6443 -2.3397  0.347
H: 2.9776 2.5833 -3.5573  0.367
H: 3.7324 3.8067 -1.5172  0.498
C: 2.6879 -1.0669 -5.0849  -0.595
C: 1.9608 0.0652 -4.7481  -0.160
C: 1.7134 1.0039 -5.7376  -0.183
N: 2.1405 0.8832 -7.0047  -0.597
C: 2.8429 -0.2201 -7.3032  -0.276
C: 3.1396 -1.2172 -6.3884  -0.247
H: 2.9010 -1.8249 -4.3391  0.389
H: 1.5938 0.2161 -3.7416  0.445
H: 1.1471 1.9034 -5.5238  0.513
H: 3.1772 -0.2903 -8.3334  0.352
H: 3.7095 -2.0883 -6.6866  0.366
C: 0.2400 0.1240 3.0382  -0.492
C: 1.3987 0.8850 3.0079  -0.407
C: 2.2308 0.8576 4.1159  -0.604
N: 1.9798 0.1392 5.2210  -0.608
C: 0.8513 -0.5873 5.2240  -0.540
C: -0.0434 -0.6299 4.1666  0.309
H: -0.4360 0.1184 2.1901  0.427
H: 1.6509 1.4863 2.1431  0.521
H: 3.1463 1.4309 4.1386  0.732
H: 0.6720 -1.1573 6.1297  0.529
H: -0.9376 -1.2354 4.2231  0.198
C: -1.2417 -4.5561 0.6544  -0.016
C: -1.9703 -3.3879 0.4932  -0.511
C: -2.1757 -2.5855 1.6033  -0.469
N: -1.7132 -2.8734 2.8298  -0.199
C: -1.0126 -4.0102 2.9591  0.037
C: -0.7499 -4.8779 1.9114  -0.893
H: -1.0591 -5.2091 -0.1917  0.467
H: -2.3694 -3.1067 -0.4732  0.426
H: -2.7370 -1.6597 1.5268  0.431
H: -0.6521 -4.2196 3.9615  0.348
H: -0.1764 -5.7817 2.0735  0.377
C: -1.9175 -0.5856 7.3784  0.086
C: -2.4450 0.0794 8.4753  -0.605
C: -3.6484 -0.3681 8.9961  -0.229
N: -4.3373 -1.4064 8.4992  -0.569
C: -3.8064 -2.0308 7.4376  -0.409
C: -2.6085 -1.6639 6.8456  0.071
H: -0.9791 -0.2668 6.9436  0.228
H: -1.9333 0.9256 8.9162  0.362
H: -4.0999 0.1170 9.8553  0.358
H: -4.3855 -2.8650 7.0551  0.358
H: -2.2264 -2.2069 5.9896  0.272
C: -4.1174 -5.2964 -4.7069  -0.116
C: -2.9581 -4.5356 -4.7342  -0.570
C: -2.1262 -4.5691 -3.6269  -0.254
N: -2.3776 -5.2928 -2.5252  -0.278
C: -3.5060 -6.0180 -2.5238  -0.135
C: -4.4007 -6.0553 -3.5809  -0.578
H: -4.7936 -5.2978 -5.5545  0.370
H: -2.7057 -3.9305 -5.5958  0.381
H: -1.2066 -3.9937 -3.6020  0.450
H: -3.6856 -6.5914 -1.6201  0.364
H: -5.2960 -6.6613 -3.5251  0.365
C: -4.4700 1.3828 -6.0886  -0.113
C: -3.3205 2.1571 -6.1347  -0.723
C: -2.4811 2.1503 -5.0323  0.074
N: -2.7166 1.4404 -3.9189  -0.273
C: -3.8357 0.7015 -3.8991  -0.304
C: -4.7367 0.6373 -4.9495  -0.494
H: -5.1516 1.3605 -6.9316  0.374
H: -3.0810 2.7522 -7.0067  0.358
H: -1.5681 2.7371 -5.0216  0.296
H: -4.0021 0.1394 -2.9858  0.403
H: -5.6242 0.0212 -4.8787  0.365



C5H11N2 | ωB97M-V with the def2-TZVPD basis set

E_HOMO = -0.538 hartree
net charge = +1
SMILES = C=C/C(NC)=[NH+]/C
spin multiplicity = 1
max |F| = 0.068 hartree/bohr
orbital gap = 11.21 eV
ΔE to the lowest compared entry with this formula, charge and spin = 27.58 kJ/mol

Last column: Mulliken charge in e.
CARTESIAN COORDINATES (ANGSTROEM)
C: -0.4888 2.1971 1.2351  -0.773
C: -0.2709 0.8989 1.2966  -0.422
C: -0.2751 0.0195 -0.0532  0.870
N: 0.6663 -0.8906 -0.1277  -0.153
C: 1.6670 -1.1249 0.8949  -1.005
N: -1.1525 0.2654 -0.9917  -0.150
C: -1.2005 -0.3950 -2.2815  -0.910
H: -0.4947 2.8052 2.1221  0.288
H: -0.6378 2.7244 0.3039  0.280
H: -0.1194 0.3480 2.2076  0.425
H: 0.7295 -1.4805 -0.9484  0.198
H: 1.2506 -1.6880 1.7323  0.341
H: 2.4828 -1.7003 0.4670  0.333
H: 2.0621 -0.1800 1.2658  0.408
H: -1.8122 1.0159 -0.8377  0.288
H: -0.9263 -1.4462 -2.1974  0.311
H: -0.5271 0.1010 -2.9902  0.339
H: -2.2122 -0.3416 -2.6734  0.333



C4H11N2O | ωB97M-V with the def2-TZVPD basis set

E_HOMO = -0.509 hartree
net charge = +1
spin multiplicity = 1
max |F| = 0.011 hartree/bohr
orbital gap = 9.54 eV
ΔE to the lowest compared entry with this formula, charge and spin = 117.60 kJ/mol

Last column: Mulliken charge in e.
CARTESIAN COORDINATES (ANGSTROEM)
C: -1.0687 2.5267 -1.4168  -0.736
C: 0.2876 0.5244 -1.6671  -0.272
N: -0.8279 1.0841 -1.4230  0.026
H: -1.6099 2.7827 -0.5147  0.310
H: -1.6775 2.7924 -2.2704  0.319
H: -0.1177 3.0488 -1.4510  0.301
H: 1.1542 1.1213 -1.9199  0.274
H: 0.3720 -0.5550 -1.5927  0.347
H: -1.6217 0.4897 -1.2014  0.327
C: 0.3985 -2.3963 0.5896  -1.164
C: 0.4713 -0.9797 1.1232  0.772
N: -0.3140 -0.7011 2.1824  -0.388
O: 1.1938 -0.1238 0.6292  -0.642
H: 0.3788 -3.1245 1.3950  0.425
H: 1.3085 -2.5988 0.0236  0.336
H: -0.4873 -2.5418 -0.0331  0.308
H: -0.1777 0.1777 2.6533  0.253
H: -0.8222 -1.4329 2.6465  0.203



> Which of these has the lowest max |F|?

C4H11N2O



> Which of these has the highest max |F|?

C36H38ClF3N8O2SSi